C30H33ClGeN3O3S2Sc as an isolated structure. Source: the OMol25 dataset; level of theory: ωB97M-V/def2-TZVPD.

Frontier orbital gap: 6.2 eV
Total energy: -153669.356 eV
Energy relative to the best compared isomer or geometry (same formula, charge and spin): 27.7 kcal per mole
Spin multiplicity: 1
HOMO energy: -6.389 eV

```
74
Properties=species:S:1:pos:R:3:forces:R:3:lowdin_charge:R:1
Sc 0.1717 0.4194 0.4737 0.18 -0.24 0.43 1.04
C 2.2980 0.4135 -1.8299 0.03 0.00 0.01 -0.13
C 2.1010 1.6337 -2.4725 0.00 0.02 0.00 -0.07
C 2.6239 2.7935 -1.9245 0.01 0.00 -0.02 -0.07
C 3.3413 2.7410 -0.7349 0.03 0.00 0.00 -0.07
C 3.5277 1.5313 -0.0835 0.01 0.03 -0.03 -0.08
C 3.0061 0.3627 -0.6296 -0.10 -0.04 -0.05 -0.11
H 1.9666 -0.5049 -2.2999 0.01 0.00 0.00 0.06
H 1.5583 1.6694 -3.4089 0.00 0.00 0.01 0.11
H 2.4756 3.7428 -2.4235 0.00 -0.02 0.01 0.11
H 3.7491 3.6505 -0.3107 0.00 -0.02 0.00 0.11
H 4.0706 1.4926 0.8512 0.00 0.00 0.00 0.12
H 3.1729 -0.5897 -0.1392 0.03 -0.02 0.00 0.12
C 1.2990 -5.3384 -0.0968 0.03 -0.08 -0.01 -0.07
C 0.7712 -5.1481 1.1158 0.03 -0.16 -0.08 -0.09
C 0.5001 -3.8337 1.6577 -0.04 0.19 0.08 -0.04
C 0.5416 -2.7454 0.8605 -0.07 -0.09 0.04 -0.33
C 0.8542 -2.9148 -0.6024 -0.01 0.03 0.00 -0.46
C 1.7420 -4.1378 -0.8807 -0.03 -0.08 -0.06 -0.32
N 0.1805 -1.4606 1.1935 0.06 -0.09 -0.15 -0.15
N -0.2614 -1.3156 2.5236 -0.03 0.03 0.04 0.05
C -1.0912 -0.3254 2.7225 0.02 -0.14 -0.10 -0.39
C -1.6041 -0.0978 4.0505 -0.11 0.09 0.15 -0.02
C -2.4778 0.9047 4.2824 0.11 -0.14 0.02 -0.08
C -2.8909 1.7616 3.2130 -0.05 0.08 -0.07 -0.09
C -2.3716 1.5464 1.9844 -0.12 0.04 0.01 -0.16
N -1.4902 0.5407 1.7024 0.16 -0.10 -0.13 -0.04
H 1.4988 -6.3267 -0.4864 -0.02 0.01 0.00 0.11
H 0.5261 -6.0073 1.7308 0.01 0.01 -0.03 0.10
H 0.1808 -3.7264 2.6829 -0.01 0.02 0.00 0.09
H 1.3841 -2.0429 -0.9834 0.00 -0.03 -0.02 0.06
H 2.7417 -3.8440 -0.5415 0.08 0.00 0.06 0.15
H -1.2620 -0.7682 4.8273 -0.02 0.03 -0.01 0.11
H -2.8684 1.0674 5.2793 0.01 -0.02 0.00 0.10
H -3.5881 2.5702 3.3784 0.01 -0.01 -0.01 0.09
H -2.6312 2.1808 1.1442 0.00 0.02 0.01 0.10
C -3.5566 -1.0604 -3.6823 -0.01 0.02 0.04 -0.21
Ge -2.7132 -0.5541 -1.9912 -0.02 -0.02 -0.02 0.77
C -3.6434 -1.3158 -0.4586 -0.05 0.03 -0.09 -0.21
C -2.5616 1.4022 -1.8755 -0.04 -0.05 -0.04 -0.20
C -0.8449 -1.2350 -2.0523 -0.03 0.12 0.17 -0.59
H -4.5858 -0.7013 -3.7235 0.02 0.00 0.01 0.02
H -3.5707 -2.1460 -3.7889 0.01 0.02 0.01 0.02
H -3.0122 -0.6378 -4.5282 0.00 -0.01 0.02 0.02
H -4.6205 -0.8425 -0.3419 0.03 -0.01 -0.01 0.03
H -3.0680 -1.1607 0.4513 0.05 0.01 0.05 0.00
H -3.7856 -2.3871 -0.5964 0.01 0.01 -0.02 0.02
H -3.5496 1.8459 -1.7408 0.02 -0.01 0.01 0.03
H -2.1318 1.8099 -2.7922 0.01 -0.02 0.01 0.03
H -1.9407 1.7352 -1.0400 -0.01 0.01 0.00 -0.02
H -0.2099 -0.6251 -1.3841 -0.19 -0.29 -0.35 -0.04
H -0.4071 -1.0818 -3.0404 0.02 0.01 -0.04 0.04
C 1.0557 -5.5813 -4.2136 0.00 -0.02 -0.02 -0.08
O 1.1698 -5.3653 -2.8047 0.12 -0.11 0.04 -0.13
C 1.8475 -4.3209 -2.3791 -0.26 0.28 -0.02 -0.81
S 2.6160 -3.2427 -3.3435 0.13 -0.03 -0.01 0.76
S -0.7293 -2.9655 -1.5482 -0.02 0.01 0.02 0.92
H 0.4547 -6.4784 -4.3203 0.00 -0.02 0.02 0.10
H 2.0407 -5.7146 -4.6569 0.02 0.00 0.00 0.08
H 0.5673 -4.7272 -4.6799 -0.01 0.02 0.02 0.08
Cl 0.8418 7.7911 4.2546 0.00 0.03 0.01 0.68
C 0.8352 6.2869 3.3942 0.00 -0.03 -0.03 -0.66
C 1.2635 5.1364 4.0396 0.01 0.00 0.01 -0.09
C 1.2590 3.9384 3.3468 0.01 -0.02 0.00 0.01
C 0.8235 3.8987 2.0266 0.12 -0.03 0.01 -0.13
C 0.3936 5.0598 1.3943 -0.01 -0.02 -0.03 0.00
C 0.3998 6.2633 2.0767 0.00 0.02 0.00 -0.09
C 0.7999 2.6062 1.3052 -0.10 0.36 0.00 -0.57
O 1.2592 1.5579 1.8523 0.01 0.08 0.15 -0.04
O 0.2622 2.5269 0.1530 -0.05 0.30 -0.02 -0.07
H 1.5911 5.1859 5.0689 0.00 0.00 -0.02 0.11
H 1.5810 3.0212 3.8224 -0.01 0.02 0.00 0.13
H 0.0535 5.0058 0.3685 0.00 0.01 0.02 0.12
H 0.0697 7.1772 1.6025 0.01 -0.01 0.01 0.11
```
Positions in Å, forces in eV/Å.



C27H25N3O2RuS2 as an isolated structure. Source: the OMol25 dataset; level of theory: ωB97M-V/def2-TZVPD.

Frontier orbital gap (alpha / beta): 5.8 / 6.9 eV
Total energy: -61216.207 eV
Expectation value of S²: 8.7797
Energy relative to the best compared isomer or geometry (same formula, charge and spin): 4.1 kcal per mole
Spin multiplicity: 6
Net charge: +1
HOMO energy (alpha / beta): -8.956 / -11.563 eV

```
60
Properties=species:S:1:pos:R:3:forces:R:3:nbo_charge:R:1
Ru -0.7417 -0.7265 0.1050 0.35 0.03 0.21 1.08
C 1.5291 -4.2746 -1.0366 -0.11 -0.01 0.08 -0.07
O 0.2859 -4.6512 -0.3624 0.20 -0.01 -0.06 -0.44
C -0.3591 -3.5277 -0.1092 -0.15 -0.01 0.08 0.56
N 0.3051 -2.3998 -0.4062 -0.13 0.18 -0.18 -0.58
C 1.6779 -2.7683 -0.7608 -0.10 0.01 0.00 -0.10
C 2.2636 -2.0017 -1.9167 0.10 0.02 0.04 -0.07
C 1.4750 -1.5048 -2.9447 0.01 -0.05 -0.10 -0.16
C 2.0559 -0.8190 -4.0040 -0.02 -0.02 0.03 -0.22
C 3.4300 -0.6344 -4.0455 0.01 -0.03 0.04 -0.21
C 4.2254 -1.1418 -3.0250 -0.03 0.02 -0.03 -0.20
C 3.6429 -1.8194 -1.9647 -0.02 0.11 0.02 -0.20
C -1.6437 -3.4674 0.4751 0.13 0.16 -0.01 0.04
C -2.5551 -4.4841 0.8145 -0.09 -0.05 0.02 -0.14
C -3.7786 -4.1444 1.3297 0.01 0.12 -0.02 -0.20
C -4.1494 -2.7695 1.5056 -0.15 -0.24 0.11 -0.19
C -3.2282 -1.8285 1.1867 0.29 0.22 -0.14 0.10
N -1.9993 -2.1603 0.7205 -0.17 -0.03 -0.04 -0.51
C -3.3596 -0.3630 1.2061 0.01 -0.26 0.03 0.62
N -2.3837 0.3686 0.7608 0.15 0.06 0.00 -0.53
C -2.7901 1.7827 0.8054 -0.05 -0.09 0.04 -0.11
C -4.1775 1.6916 1.4889 0.02 -0.13 0.01 -0.08
O -4.4334 0.2483 1.6301 -0.03 0.20 -0.03 -0.42
C -1.8009 2.6661 1.5204 -0.02 0.07 -0.05 -0.07
C -1.6819 3.9932 1.1202 0.09 0.00 -0.04 -0.20
C -0.7988 4.8431 1.7678 0.02 -0.02 0.01 -0.20
C -0.0226 4.3683 2.8182 -0.03 -0.01 -0.02 -0.20
C -0.1418 3.0465 3.2222 -0.02 -0.01 -0.02 -0.22
C -1.0329 2.1984 2.5775 -0.02 0.01 0.08 -0.16
H 1.4068 -4.4875 -2.0973 -0.02 0.01 -0.03 0.21
H 2.3259 -4.8812 -0.6184 0.00 -0.02 -0.01 0.22
H 2.3059 -2.5951 0.1184 0.06 -0.06 0.01 0.22
H 0.4024 -1.6527 -2.9239 -0.01 0.01 0.01 0.21
H 1.4307 -0.4304 -4.7975 0.01 0.00 0.00 0.22
H 3.8824 -0.1012 -4.8713 0.00 0.00 0.00 0.22
H 5.2983 -1.0052 -3.0533 0.00 0.00 0.00 0.22
H 4.2640 -2.1939 -1.1582 -0.01 -0.01 -0.01 0.22
H -2.2834 -5.5187 0.6552 0.00 0.00 0.00 0.25
H -4.4847 -4.9199 1.5881 -0.01 0.01 0.01 0.24
H -5.1242 -2.4851 1.8743 0.00 -0.03 0.00 0.25
H -2.8800 2.1291 -0.2252 -0.06 0.03 -0.01 0.23
H -4.9899 2.0998 0.8963 0.00 0.02 0.00 0.22
H -4.1836 2.1190 2.4878 0.01 -0.01 0.03 0.22
H -2.2685 4.3600 0.2849 0.00 -0.01 0.01 0.22
H -0.7112 5.8734 1.4492 0.00 0.00 0.00 0.23
H 0.6698 5.0296 3.3221 0.00 0.00 0.00 0.23
H 0.4588 2.6705 4.0400 0.00 0.00 0.00 0.23
H -1.1176 1.1682 2.9021 0.00 0.00 0.00 0.21
C 1.8214 2.8988 -1.6174 -0.02 -0.03 0.03 -0.66
C 1.2530 1.7475 -0.8311 0.19 0.05 0.17 -0.15
S -0.1892 1.0872 -1.4076 -0.06 -0.21 -0.12 0.04
C 1.9125 1.2963 0.3150 0.04 0.22 -0.18 -0.13
C 3.1831 1.9771 0.7517 -0.05 -0.03 -0.01 -0.66
S 1.3669 0.0299 1.2936 -0.27 -0.13 0.02 0.01
H 1.1676 3.1742 -2.4407 -0.02 -0.01 0.00 0.24
H 2.7971 2.6331 -2.0299 0.00 -0.01 -0.01 0.24
H 1.9614 3.7718 -0.9766 0.00 0.00 0.00 0.23
H 3.8633 2.1164 -0.0891 0.01 -0.01 0.00 0.23
H 3.6917 1.4021 1.5211 -0.02 -0.01 0.01 0.24
H 2.9572 2.9664 1.1592 -0.02 0.00 -0.01 0.24
```
Positions in Å, forces in eV/Å.



A 2-piece molecular cluster, CH4FOPS overall. Source: the OMol25 dataset; level of theory: ωB97M-V/def2-TZVPD.

Frontier orbital gap (alpha / beta): 9.6 / 7.3 eV
Total energy: -25988.653 eV
Expectation value of S²: 2.0102
Energy relative to the best compared isomer or geometry (same formula, charge and spin): 27.7 kcal per mole
Spin multiplicity: 3
HOMO energy (alpha / beta): -8.720 / -9.681 eV

```
9
Properties=species:S:1:pos:R:3:forces:R:3:nbo_charge:R:1
C -0.6487 1.0012 0.1488 0.29 0.14 -0.10 -0.97
O 2.1292 -2.2375 -1.0855 -0.37 0.49 -0.52 -0.41
F 1.5996 1.0925 1.5260 -0.31 -0.26 -0.94 -0.58
P 1.1817 0.9768 -0.0594 0.38 0.84 0.95 1.18
S 1.9409 2.5039 -1.0140 -0.39 -0.60 0.13 -0.38
H -1.1107 0.6010 -0.7496 -0.01 0.00 -0.06 0.25
H -0.9066 0.3842 1.0065 0.04 -0.05 -0.01 0.25
H -0.9743 2.0289 0.3103 0.01 -0.06 0.02 0.25
H 2.5270 -2.8515 -0.4664 0.36 -0.50 0.52 0.41
```
Positions in Å, forces in eV/Å.



C20H45AlO16P as an isolated structure. Source: the OMol25 dataset; level of theory: ωB97M-V/def2-TZVPD.

Frontier orbital gap: 6.7 eV
Total energy: -70119.925 eV
Spin multiplicity: 1
Net charge: -1
HOMO energy: -4.973 eV

```
83
Properties=species:S:1:pos:R:3:forces:R:3:lowdin_charge:R:1
C 0.1384 5.1408 1.4648 0.03 0.08 -0.17 -0.12
C -0.8232 4.8693 0.3107 0.28 -0.03 -0.08 -0.24
C -1.6026 6.1125 -0.1487 0.16 -0.03 -0.10 -0.27
O -2.9949 5.9815 -0.1351 -0.16 0.06 0.02 -0.25
C -3.5606 5.7363 1.1691 -0.15 -0.14 -0.13 -0.35
Al -5.4827 6.3466 1.3380 0.29 0.21 0.07 0.27
P -6.9201 4.5711 0.5865 -0.07 0.18 0.08 0.31
O -8.3680 4.8332 0.7735 -0.34 0.06 0.00 -0.42
O -6.4753 3.1228 1.2033 0.18 -0.18 0.09 -0.23
O -6.6017 4.1197 -0.9508 0.11 -0.07 -0.19 -0.23
H -0.3765 5.6122 2.3029 -0.01 -0.06 0.06 0.06
H 0.6325 4.2301 1.8067 -0.05 -0.03 0.07 0.06
H 0.9243 5.8242 1.1299 -0.01 0.06 0.09 0.07
H -1.5263 4.0789 0.5717 -0.07 0.04 0.02 0.10
H -0.2308 4.5034 -0.5327 -0.09 -0.13 -0.01 0.10
H -1.3347 6.3426 -1.1832 -0.04 0.05 -0.02 0.11
H -1.2915 6.9808 0.4547 -0.07 0.00 0.12 0.11
H -3.5380 4.6535 1.3674 0.12 -0.04 0.07 0.04
H -2.9223 6.1919 1.9393 0.00 0.14 0.02 0.05
H -5.8138 6.5060 2.9128 -0.03 -0.08 0.05 -0.12
H -5.8496 7.6335 0.4455 -0.03 0.00 -0.05 -0.12
H -6.3462 3.2581 2.1453 0.02 -0.13 0.21 0.04
H -6.9084 4.8413 -1.5054 -0.05 0.05 -0.25 0.04
C 0.4880 -0.4917 4.8338 0.08 0.11 0.04 -0.06
C 0.7969 -0.4667 3.3536 -0.12 -0.23 -0.01 -0.20
O 1.4562 0.7525 2.9701 0.03 0.04 -0.04 0.04
C 2.7562 0.8188 3.2265 -0.10 0.06 0.11 -0.61
O 3.4390 -0.0434 3.7202 0.03 -0.02 -0.03 0.12
O 3.1837 2.0253 2.8504 0.04 0.04 -0.05 0.00
C 4.5638 2.2820 3.1085 0.03 0.03 -0.04 -0.04
H -0.0838 0.3924 5.1168 -0.04 -0.02 -0.01 0.08
H -0.0995 -1.3781 5.0726 -0.01 -0.01 -0.01 0.08
H 1.4043 -0.5159 5.4225 0.01 -0.03 -0.02 0.07
H -0.1173 -0.4737 2.7648 0.00 0.05 -0.02 0.12
H 1.4031 -1.3206 3.0545 0.06 0.03 0.01 0.12
H 5.1892 1.4980 2.6868 0.00 -0.03 0.02 0.09
H 4.7432 2.3549 4.1801 0.01 -0.05 0.01 0.10
H 4.7791 3.2328 2.6307 -0.02 0.01 0.00 0.09
C 3.0358 -5.8355 1.3288 -0.11 -0.08 0.02 -0.06
C 2.5633 -4.9651 0.1861 0.20 0.03 0.02 -0.20
O 1.2018 -5.2613 -0.1760 -0.04 -0.03 -0.05 0.02
C 0.2684 -4.7216 0.6049 -0.01 0.03 -0.03 -0.61
O 0.4594 -3.9924 1.5424 -0.01 0.03 0.06 0.12
O -0.9227 -5.1243 0.1609 0.01 -0.01 -0.01 0.00
C -2.0369 -4.6078 0.8983 -0.08 0.00 0.00 -0.03
H 2.8982 -6.8895 1.0828 0.04 0.00 -0.02 0.08
H 4.0949 -5.6573 1.5148 0.02 0.01 -0.01 0.08
H 2.4850 -5.6123 2.2413 0.01 0.04 0.00 0.08
H 3.1322 -5.1697 -0.7185 -0.04 -0.01 -0.03 0.12
H 2.6490 -3.9050 0.4205 -0.05 0.00 0.04 0.12
H -1.9925 -3.5229 0.9526 0.02 0.01 0.01 0.10
H -2.0509 -5.0246 1.9037 0.03 0.03 0.02 0.10
H -2.9210 -4.9195 0.3516 0.01 -0.02 -0.02 0.09
C -1.4690 6.6662 -5.7961 0.09 -0.10 0.02 -0.06
C -0.8226 7.7531 -4.9671 -0.18 0.11 -0.06 -0.20
O 0.2341 7.2326 -4.1414 0.07 0.00 0.07 0.04
C 1.3938 7.0210 -4.7476 -0.07 -0.13 -0.04 -0.62
O 1.6542 7.2473 -5.9031 0.02 0.05 0.00 0.11
O 2.2382 6.4959 -3.8567 0.02 0.04 0.03 0.00
C 3.5297 6.1823 -4.3768 0.05 -0.02 0.03 -0.05
H -1.8154 5.8575 -5.1528 -0.04 0.02 0.01 0.09
H -2.3269 7.0722 -6.3320 -0.01 0.02 0.00 0.08
H -0.7673 6.2602 -6.5236 0.01 0.03 -0.01 0.07
H -1.5323 8.1737 -4.2586 0.02 -0.02 0.04 0.13
H -0.4282 8.5560 -5.5889 0.05 -0.03 -0.02 0.12
H 3.9729 7.0492 -4.8621 -0.01 0.01 -0.03 0.09
H 3.4642 5.3612 -5.0891 -0.01 0.02 -0.04 0.10
H 4.1266 5.8844 -3.5202 -0.02 -0.01 0.02 0.09
C 1.4879 -12.2576 0.9412 -0.08 0.09 0.00 -0.07
C 1.8638 -12.2372 -0.5239 0.12 -0.14 0.03 -0.21
O 0.9990 -11.3782 -1.2836 0.05 0.02 -0.12 0.03
C 1.2799 -10.0763 -1.2061 -0.34 0.03 0.40 -0.61
O 2.1832 -9.5856 -0.5768 0.13 0.01 -0.13 0.11
O 0.3544 -9.4110 -1.8885 0.11 -0.03 -0.16 0.01
C 0.5007 -7.9849 -1.8471 -0.06 0.13 0.01 -0.03
H 0.4388 -12.5297 1.0598 0.01 -0.04 0.00 0.08
H 2.0985 -12.9890 1.4712 0.01 -0.02 -0.01 0.08
H 1.6474 -11.2815 1.3967 0.03 0.00 -0.01 0.08
H 1.7329 -13.2193 -0.9740 -0.03 0.01 -0.03 0.12
H 2.8971 -11.9235 -0.6664 0.00 0.04 0.02 0.12
H 1.4994 -7.6909 -2.1608 0.03 -0.01 0.03 0.10
H 0.3096 -7.6104 -0.8448 0.05 -0.01 0.00 0.08
H -0.2391 -7.5860 -2.5335 -0.03 -0.06 -0.01 0.10
```
Positions in Å, forces in eV/Å.